(1)
Formula: C3H11N2
Source: the OMol25 dataset
Level of theory: the ωB97M-V functional and the def2-TZVPD basis

Output
HOMO (alpha / beta): -20.9 / -20.9 eV
E_tot: -6247.4739 eV
lowest unoccupied orbital energy (alpha / beta): -9.3 / -14.0 eV
multiplicity: 2
gap between HOMO and LUMO (alpha / beta): 11.6277 / 6.9580 eV
net charge: +2
expectation value of S²: 0.75

Each line ends with the Mulliken charge.
Atoms and positions in Å:
C1 -2.43863 0.79325 0.71779  -0.662
N1 -1.49194 0.56987 -0.35401  -0.336
H1 -2.13316 1.58326 1.42728  0.350
H2 -3.36904 1.24410 0.31753  0.388
H3 -2.64777 -0.19008 1.14248  0.366
H4 -1.94679 0.00978 -1.09132  0.378
H5 -0.00106 -0.49925 -0.17210  0.184
H6 -1.06931 1.44336 -0.70007  0.363
C2 1.74637 0.63506 0.11584  -0.847
C3 1.47031 -1.73401 -0.44385  -0.010
N2 1.06436 -0.59123 -0.03611  0.111
H7 1.47425 1.18300 1.01752  0.421
H8 1.55854 1.51018 -0.56187  0.327
H9 2.82988 0.66932 0.06193  0.356
H10 0.84722 -2.57586 -0.16576  0.293
H11 2.45709 -1.97420 -0.83874  0.317

(2)
Formula: C3H12N3S
Source: the OMol25 dataset
Level of theory: the ωB97M-V functional and the def2-TZVPD basis

Output
HOMO (alpha / beta): -8.3 / -13.4 eV
E_tot: -18597.5056 eV
lowest unoccupied orbital energy (alpha / beta): -2.8 / -7.3 eV
multiplicity: 3
gap between HOMO and LUMO (alpha / beta): 5.4974 / 6.1441 eV
net charge: +1
expectation value of S²: 2.01

Each line ends with the Mulliken charge.
Atoms and positions in Å:
C1 0.76319 -1.35283 1.36395  -1.155
C2 1.67772 -0.42527 0.47268  -0.398
C3 -0.00012 0.63412 -1.13837  -0.556
N1 -2.13988 0.01908 -0.04774  -0.567
N2 -1.11593 -0.33690 -0.90026  -0.015
N3 0.84463 0.79106 0.05386  -0.238
S1 -0.52781 2.30370 -1.77049  -0.103
H1 0.51017 -0.80721 2.29926  0.363
H2 -0.06638 -1.60788 0.84421  0.309
H3 1.24650 -2.21054 1.67465  0.417
H4 2.07036 -0.95260 -0.45551  0.308
H5 2.38693 -0.05475 1.08682  0.437
H6 0.53529 0.01117 -1.78869  0.385
H7 -2.10171 -0.66454 0.71439  0.237
H8 -3.03458 0.00822 -0.52645  0.254
H9 -1.44845 -0.71750 -1.76051  0.256
H10 1.45401 1.65409 -0.17657  0.425
H11 0.35921 1.08868 0.90667  0.396
H12 -1.41317 2.61990 -0.85190  0.245

(3)
Formula: C32H88Cu2N8O12S
Source: the OMol25 dataset
Level of theory: the ωB97M-V functional and the def2-TZVPD basis

Output
HOMO: -8.1 eV
E_tot: -171209.1025 eV
lowest unoccupied orbital energy: 0.2 eV
gap between HOMO and LUMO: 8.2729 eV

Each line ends with the Mulliken charge.
Atoms and positions in Å:
Cu1 2.63550 0.03987 1.20775  0.268
Cu2 -2.36920 0.64219 -1.64215  0.048
S1 0.41841 -0.02885 -0.53873  1.002
O1 1.60274 -0.84968 -0.72965  -0.662
O2 0.48964 1.23859 -1.27873  -0.599
O3 -0.82433 -0.66863 -0.97223  0.348
O4 0.33469 0.20835 0.89739  -0.265
C1 4.37109 -2.45638 3.56283  -1.660
C2 2.87873 -2.36330 3.25909  0.340
C3 2.13177 -1.13316 3.87093  -0.511
O5 2.75443 0.13009 3.60786  -0.196
C4 2.78483 1.16308 4.58679  -0.977
N1 2.80006 -2.38353 1.78656  0.369
H1 4.59014 -2.48502 4.63021  0.446
H2 4.88080 -1.54106 3.26203  0.259
H3 4.83954 -3.31694 3.08522  0.391
H4 2.25555 -3.22259 3.50684  0.454
H5 2.09556 -1.31739 4.94464  0.701
H6 1.05277 -1.17186 3.72137  -0.022
H7 1.87928 1.19972 5.19236  0.356
H8 2.95878 2.16168 4.18598  0.279
H9 3.62749 0.94812 5.24393  0.274
H10 3.13070 -3.26192 1.41345  -0.111
H11 1.85827 -2.42543 1.42411  -0.302
C5 -1.19555 4.78162 -3.80589  -1.301
C6 -2.21194 3.83665 -3.13134  0.074
C7 -2.84749 2.87605 -4.26390  -0.287
O6 -3.57660 3.70310 -5.18729  -0.366
C8 -4.24985 3.06937 -6.21916  -0.637
N2 -1.56048 2.89841 -2.21532  0.134
H12 -0.61172 5.39511 -3.11971  0.174
H13 -1.88981 5.41019 -4.36358  0.538
H14 -0.58641 4.15146 -4.45394  0.258
H15 -3.03787 4.40446 -2.70294  0.635
H16 -3.50717 2.15854 -3.77595  -0.034
H17 -2.04544 2.31994 -4.74924  0.393
H18 -4.95458 2.38101 -5.75268  0.146
H19 -3.60059 2.47975 -6.86640  0.312
H20 -4.84554 3.69219 -6.88651  0.281
H21 -0.65608 2.58560 -2.53830  -0.118
H22 -1.21007 3.51743 -1.49828  -0.557
C9 -0.38553 5.41901 0.31327  -1.308
C10 0.17387 4.10767 0.94014  1.369
C11 0.23516 4.18205 2.47156  -0.905
O7 1.06875 5.24823 2.89312  -0.351
C12 0.50642 6.03442 3.86729  -0.822
N3 -0.66800 2.93690 0.59019  -0.264
H23 -0.28358 5.37426 -0.77103  0.005
H24 0.25574 6.25186 0.60178  0.430
H25 -1.43915 5.60326 0.52310  0.321
H26 1.19832 3.87565 0.64904  0.095
H27 0.65916 3.27649 2.90549  -0.054
H28 -0.80372 4.19680 2.80111  0.560
H29 -0.57750 6.13431 3.81030  0.362
H30 0.84179 7.05514 3.68349  0.270
H31 0.86125 5.74006 4.85499  0.290
H32 -0.53312 2.20506 1.27308  0.152
H33 -0.33988 2.48523 -0.25149  -0.360
C13 4.58015 -2.71344 -2.63398  -1.654
C14 3.95346 -3.69179 -1.66903  0.556
C15 4.75662 -3.86838 -0.41017  -0.812
O8 5.98500 -4.58934 -0.73765  -0.434
C16 6.89715 -4.67010 0.25744  -0.768
N4 2.56690 -3.21228 -1.46051  -0.341
H34 3.88733 -2.46986 -3.43944  0.405
H35 5.48534 -3.15847 -3.04711  0.425
H36 4.93187 -1.74947 -2.26634  0.375
H37 3.87664 -4.65826 -2.16716  0.382
H38 4.23667 -4.46937 0.33587  0.463
H39 5.00313 -2.87959 -0.02336  0.370
H40 6.63287 -5.35989 1.05896  0.311
H41 6.91441 -3.70895 0.77124  0.295
H42 7.94416 -4.78148 -0.02447  0.308
H43 2.54637 -2.24605 -1.16711  0.218
H44 2.00704 -3.07868 -2.29046  0.296
C17 -1.38039 0.33010 4.14387  -1.480
C18 -1.89121 -0.93409 3.35660  1.923
C19 -3.11632 -1.56782 3.91942  -0.943
O9 -2.82462 -2.13497 5.21385  -0.386
C20 -3.60109 -1.79883 6.32485  -0.825
N5 -2.01986 -0.42097 1.98668  -0.389
H45 -1.14388 -0.04566 5.13935  0.497
H46 -2.09176 1.15538 4.11238  0.456
H47 -0.55018 0.82355 3.63854  -0.076
H48 -1.08651 -1.66910 3.37393  -0.587
H49 -3.59577 -2.36424 3.35026  0.227
H50 -3.86508 -0.80901 4.14667  0.610
H51 -3.20742 -2.25117 7.23508  0.246
H52 -4.63174 -2.13418 6.20908  0.298
H53 -3.44908 -0.73329 6.49691  0.351
H54 -1.12988 -0.11181 1.62273  -0.044
H55 -2.23625 -1.21848 1.40593  -0.156
C21 0.19230 -5.91880 0.91935  -1.755
C22 -0.49422 -4.63209 0.54560  0.221
C23 -1.52705 -4.33853 1.70426  0.592
O10 -2.32063 -5.49621 2.03517  -0.479
C24 -3.13277 -5.24842 3.18684  -0.715
N6 0.43636 -3.57185 0.45059  0.772
H56 0.52763 -5.96514 1.95545  0.296
H57 1.11451 -6.08601 0.36287  0.531
H58 -0.31505 -6.82392 0.58550  0.340
H59 -1.02043 -4.75269 -0.40132  0.402
H60 -2.17911 -3.54121 1.34761  -0.416
H61 -0.87925 -4.07190 2.53934  0.274
H62 -2.66420 -4.69690 4.00193  0.254
H63 -3.37593 -6.25009 3.54127  0.300
H64 -3.96554 -4.70308 2.74276  0.280
H65 1.24787 -3.84178 -0.08671  -0.016
H66 -0.04076 -2.82312 -0.03093  -0.629
C25 -3.26600 -2.54212 -0.93139  -1.312
C26 -3.53430 -2.16853 -2.42290  0.153
C27 -4.76133 -1.37539 -2.71915  -1.126
O11 -4.77035 -0.00953 -2.11264  -0.169
C28 -5.96808 0.76701 -2.33335  -0.996
N7 -2.37690 -1.42295 -2.94707  -0.499
H67 -4.09144 -3.07120 -0.45513  0.630
H68 -3.18822 -1.72769 -0.21117  0.184
H69 -2.37526 -3.14897 -0.76880  0.094
H70 -3.48728 -3.11363 -2.96389  0.568
H71 -5.62537 -1.96559 -2.41385  0.454
H72 -4.90771 -1.42921 -3.79794  0.462
H73 -6.02538 1.56617 -1.59433  0.326
H74 -6.91285 0.29916 -2.05652  0.357
H75 -6.08856 1.13338 -3.35283  0.297
H76 -2.05636 -1.96081 -3.73957  0.264
H77 -1.61592 -1.32537 -2.29019  0.313
C29 1.49818 2.12666 -4.18319  -1.162
C30 2.70114 2.80634 -3.43000  0.311
C31 2.38725 4.23756 -2.81308  -0.006
O12 2.14992 5.02396 -3.89025  -0.306
C32 2.17867 6.37105 -3.80355  -1.007
N8 2.93966 1.68893 -2.47551  -0.580
H78 1.84022 1.24401 -4.72359  0.534
H79 1.26654 2.77000 -5.03204  0.365
H80 0.60677 1.87626 -3.60805  -0.029
H81 3.57826 2.96288 -4.05789  0.347
H82 3.21472 4.58107 -2.19227  0.545
H83 1.42980 4.14766 -2.29994  -0.289
H84 1.99767 6.75880 -4.80605  0.283
H85 3.25823 6.51339 -3.75481  0.474
H86 1.71890 6.89929 -2.96829  0.308
H87 2.76022 0.87973 -3.05265  0.256
H88 2.17733 1.66614 -1.81337  -0.082

(4)
Formula: C6H5FO3
Source: the OMol25 dataset
Level of theory: the ωB97M-V functional and the def2-TZVPD basis

Output
HOMO: -9.8 eV
E_tot: -15160.5195 eV
lowest unoccupied orbital energy: -0.4 eV
structure (SMILES): O=C1C(F)=C[C@@H]2CO[C@H]1O2
gap between HOMO and LUMO: 9.4281 eV

Each line ends with the Mulliken charge.
Atoms and positions in Å:
O1 -2.13785 1.42001 1.48775  -0.577
C1 -1.33823 0.82662 0.72578  0.234
C2 -1.67811 -0.30583 -0.13094  0.355
F1 -2.90403 -0.86385 -0.12405  -0.281
C3 -0.66642 -0.81571 -0.90308  -0.637
C4 0.72029 -0.04743 -0.98561  0.052
C5 1.59114 -0.67299 0.13632  -0.521
O2 1.07131 0.04910 1.25055  -0.449
C6 0.23028 1.09899 0.80371  0.250
O3 0.55095 1.28625 -0.57517  -0.508
H1 -0.88102 -1.76298 -1.34437  0.470
H2 1.14768 0.02888 -2.03893  0.399
H3 1.28744 -1.64950 0.23483  0.400
H4 2.62813 -0.51303 0.07201  0.315
H5 0.37844 1.92146 1.39120  0.498